C45H68BClF18N7O21P2 | wB97M-V/def2-TZVPD

## Properties
LUMO energy ... -3.82 eV
Charge ... +1
E ... -181884.886 eV
HOMO level ... -11.62 eV

The geometry in XYZ format:
```
163
C45H68BClF18N7O21P2 (wB97M-V/def2-TZVPD)
Cl -0.2988 2.7193 -3.3725
P 1.7812 4.2004 0.1464
P -2.4769 0.4884 -1.9333
F 12.2775 3.0779 -7.1271
F -8.4117 -1.4441 -6.8796
F -10.1878 -1.9244 -5.7627
F -8.1524 7.5338 9.8978
F -3.0545 0.3549 5.2703
F 11.7738 3.6579 -5.1138
F 5.2891 1.5847 -0.0963
F -3.9751 -0.2008 7.1344
F -1.6735 -12.4307 -2.2309
F 5.1375 1.6833 -2.2509
F 5.8680 -0.1004 -1.3128
F -2.4768 -10.6888 -3.2066
F -9.5170 0.1204 -5.8812
F -9.4068 5.7808 9.7917
F -7.3107 5.5782 10.2429
F -1.8302 -0.2022 6.9593
F 10.2240 3.2786 -6.5518
F -2.2194 -10.7041 -1.0613
O 3.2650 1.6797 2.3118
O 0.7488 -11.1701 -2.2103
O 2.0655 -5.4323 -0.9864
O -8.6525 -1.8666 -3.5056
O -2.6583 2.8354 6.2917
O 1.7485 5.2160 1.3737
O -3.1860 1.7369 -2.6625
O -8.9110 6.5453 7.2900
O -3.0869 2.0142 8.3358
O -1.7178 -1.8351 0.2038
O -7.0561 -0.8068 -4.6771
O 8.3140 1.1089 -1.1305
O 10.3927 0.7621 -5.4726
O 7.3067 3.0708 -1.5563
O 12.6293 0.9237 -5.5883
O -0.8371 -4.4810 -0.2465
O -3.5599 -0.3997 -1.4738
O -0.3085 -9.2413 -2.6643
O 3.3304 4.0992 -0.3193
O -6.8246 5.7630 7.5666
O -1.6568 -0.2569 -3.0862
N 1.5624 2.9500 3.4002
N 0.9116 4.7310 -0.9908
N 1.0353 -1.8990 1.1144
N 1.4233 2.6342 0.8410
N -0.1073 1.7861 -0.8229
N -4.4205 4.3631 0.6762
N 0.3058 0.4598 0.8631
C -1.8380 2.0288 2.9255
C -7.8731 6.1369 8.0057
C -3.7734 2.0397 0.3378
C 11.3906 1.3805 -5.7016
C -1.6695 -11.1014 -2.2200
C 5.9064 1.2232 -1.2519
C -3.2128 4.6119 0.1872
C -2.4973 2.3563 -0.1337
C 1.2513 -4.3699 -1.4522
C 1.2320 0.5313 -2.6942
C -1.9415 -0.7855 1.1058
C -1.1722 0.4925 0.7775
C -6.1747 -0.8778 -3.5467
C 1.5602 -8.8022 -4.1603
C -8.7402 6.5321 5.8604
C -8.9609 5.1434 5.2995
C 9.2481 3.5511 -2.9497
C 12.7640 -0.4415 -5.1480
C 0.9563 -8.5666 -2.7922
C -4.6279 3.0457 0.6988
C -0.2507 -10.5376 -2.3707
C -8.2636 -1.3436 -4.5053
C -4.3222 4.0854 8.7011
C 1.0837 -0.5188 1.5948
C 0.6544 1.6786 0.3799
C 8.5870 3.7399 -1.6023
C -2.2166 -4.1792 -0.3296
C 1.0437 -0.8118 -1.9528
C -2.6182 -2.9088 0.4342
C -2.9439 0.4547 6.5976
C -2.2507 3.7157 -0.2197
C 7.3386 1.7698 -1.3130
C 0.5887 1.8191 -2.0856
C 2.1896 -5.4358 0.4232
C 3.4942 -4.7674 0.9152
C -1.4532 1.2933 -0.5939
C -1.4386 1.3014 2.0404
C -8.1901 6.2544 9.5019
C -2.8881 1.9228 7.0368
C -0.2524 -4.7379 -1.5169
C 12.5647 -1.4055 -6.2980
C -9.1064 -1.1514 -5.7726
C -5.5080 -2.2320 -3.4578
C -3.0197 3.3420 8.9030
C 11.4155 2.8523 -6.1301
B 2.1092 2.3916 2.2091
H 3.3964 -3.6751 0.8261
H 2.3071 0.6659 -2.8768
H -2.9640 5.6735 0.0969
H -4.0966 1.0107 0.4482
H 1.3463 -4.9608 0.9436
H 1.7942 -9.8560 -4.3103
H 1.3144 -3.4876 -0.7984
H 12.0775 -0.6464 -4.3268
H 13.7750 -0.5350 -4.7560
H 3.5616 -4.9719 1.9943
H -2.8284 3.2071 9.9657
H -3.0243 -0.6265 1.2080
H 0.8563 -8.5148 -4.9429
H 0.8014 0.4135 -3.6952
H 10.1731 4.1228 -3.0060
H 1.6350 -8.8696 -1.9953
H 11.5502 -1.3431 -6.6921
H 8.5827 3.8753 -3.7511
H 1.4603 2.4675 -1.9350
H -2.1767 -1.0192 -3.3810
H 2.1392 -0.2280 1.6078
H -8.2110 4.4452 5.6721
H 9.2251 3.3979 -0.7880
H -1.8253 2.6704 3.7876
H 12.7474 -2.4295 -5.9737
H -6.7090 -0.6324 -2.6292
H 4.3788 -5.1442 0.3982
H -4.5236 4.2500 7.6435
H 0.7921 -0.5126 2.6664
H 2.2269 -6.4814 0.7572
H -1.5992 -1.1205 2.1094
H -0.3310 -5.7957 -1.8054
H -4.2923 5.0529 9.1999
H 0.0722 -0.8522 -1.4601
H 3.4670 3.1599 -0.5268
H 2.4764 -8.2239 -4.2781
H 3.6944 1.5603 1.4532
H 8.3843 4.7954 -1.4319
H 1.8610 -0.9464 -1.2341
H 1.1416 -1.6334 -2.6701
H -7.7603 6.9248 5.5901
H -9.4852 7.2170 5.4599
H -4.7824 -2.2462 -2.6446
H -0.6781 -4.0906 -2.3021
H 13.2438 -1.1673 -7.1175
H 0.9268 5.1247 1.8802
H -2.5976 -3.1199 1.5194
H -2.7656 -5.0054 0.1518
H -5.1576 3.5089 9.0999
H -5.6170 2.7449 1.0555
H -4.9984 -2.4701 -4.3943
H 1.6727 2.2359 4.1215
H -2.1737 3.8900 8.4886
H -9.9363 4.7602 5.6021
H -4.0573 1.4458 -2.9653
H 0.2929 -2.3666 1.6288
H 1.8777 -2.3518 1.4620
H -6.2405 -3.0199 -3.2831
H 1.5912 -4.0672 -2.4529
H -2.5778 -4.0821 -1.3624
H -5.4224 -0.1052 -3.6997
H -3.6229 -2.6130 0.0914
H 0.7529 -7.5065 -2.6569
H 9.4792 2.5008 -3.1320
H -1.3048 4.0829 -0.6186
H 1.4470 4.8932 -1.8372
H -8.9091 5.1589 4.2111
H 0.5570 3.0881 3.3172
```